{"formula": "C38H33CsFN7O5", "method": "wB97M-V/def2-TZVPD", "symbols": ["Cs", "F", "O", "O", "O", "O", "O", "N", "N", "N", "N", "N", "N", "N", "C", "C", "C", "C", "C", "C", "C", "C", "C", "C", "C", "C", "C", "C", "C", "C", "C", "C", "C", "C", "C", "C", "C", "C", "C", "C", "C", "C", "C", "C", "C", "C", "C", "C", "C", "C", "C", "C", "H", "H", "H", "H", "H", "H", "H", "H", "H", "H", "H", "H", "H", "H", "H", "H", "H", "H", "H", "H", "H", "H", "H", "H", "H", "H", "H", "H", "H", "H", "H", "H", "H"], "positions_angstrom": [[0.9596, 0.9619, -0.9073], [-6.8824, 1.2128, -2.5910], [0.8090, 1.1739, -3.6429], [1.6115, 2.2517, 1.7851], [0.9723, 3.3202, -2.9824], [-1.9024, 1.2851, -2.0201], [2.1750, -4.4297, -0.1075], [2.1162, -2.1020, 0.2146], [1.4480, -0.4137, 3.7431], [-2.7037, 3.4158, -5.4034], [2.8017, 0.4350, 1.0966], [-0.4040, -2.0872, -0.8576], [-0.5384, 5.0465, 2.4954], [-2.5147, 3.8004, 1.6457], [1.6776, -3.2764, -0.1804], [3.3034, -1.9668, 0.9224], [0.2853, -3.2272, -0.8276], [-1.4181, 3.2339, -4.9464], [-6.1110, 2.4507, -4.4355], [-3.7599, 2.8639, -4.7072], [-0.3236, 5.0954, 3.9471], [-4.5601, 1.5770, -2.8127], [0.3883, 2.3321, -3.4653], [-1.6271, -2.0896, -1.3807], [1.4216, -0.8048, 5.0153], [3.6066, -0.6642, 1.4206], [5.3789, -2.7656, 1.9479], [1.7445, 5.8799, 2.3610], [2.1589, 0.6694, 3.4401], [4.7775, -0.4640, 2.1482], [4.2214, -2.9927, 1.2077], [2.1563, 5.2158, 3.6880], [-2.9773, 5.7381, -6.1666], [2.8188, 0.9831, 5.7234], [-1.5162, -4.4101, -1.8814], [-5.8347, 1.7456, -3.2714], [-2.2354, -3.2223, -1.9008], [-2.1180, 1.9265, -3.0394], [2.8455, 1.4051, 4.4107], [2.0886, -0.1565, 6.0407], [0.6824, 5.0617, 1.6514], [-1.5963, 4.3725, 2.0554], [-5.0874, 3.0207, -5.1613], [-3.5025, 2.1335, -3.5372], [2.1934, 1.1438, 1.9969], [5.6660, -1.4989, 2.4255], [0.9941, 4.4107, 4.2844], [-0.2448, -4.4137, -1.3410], [-1.0785, 2.5343, -3.8524], [-4.1477, 3.8004, -7.3323], [-5.3717, 3.7877, -6.4266], [-2.9136, 4.2663, -6.5696], [0.9793, 3.4079, 3.8484], [-3.8392, 5.9357, -5.5280], [3.3921, 2.2897, 4.1083], [-3.9644, 2.7918, -7.7108], [-0.3014, 6.1411, 4.2774], [-4.3061, 4.4558, -8.1914], [-5.6668, 4.8140, -6.1863], [-1.9464, -5.3216, -2.2838], [2.0381, -0.5340, 7.0544], [2.6070, 5.9630, 1.6985], [0.3696, -5.3009, -1.2861], [-2.1351, -1.1297, -1.3982], [0.8345, -1.6951, 5.2219], [6.5696, -1.3060, 2.9953], [3.9917, -3.9792, 0.8376], [-4.3348, 1.0303, -1.9064], [-0.6571, 3.7153, -5.5505], [1.1035, 4.3026, 5.3663], [-2.0825, 6.0112, -5.6070], [-6.2207, 3.3353, -6.9431], [4.9926, 0.5440, 2.4880], [1.0578, 4.0484, 1.4936], [-7.1382, 2.5455, -4.7677], [6.0565, -3.5915, 2.1438], [3.0041, 4.5495, 3.5202], [0.4219, 5.5019, 0.6874], [-1.1692, 4.6135, 4.4355], [1.3758, 6.8964, 2.5336], [-3.0434, 6.3760, -7.0511], [3.3602, 1.5257, 6.4908], [2.4852, 5.9833, 4.3960], [-3.2359, -3.1678, -2.3123], [-2.0416, 4.1241, -7.2123]], "forces_ev_per_a": [[-0.28, -0.49, 0.53], [0.01, 0.00, -0.01], [-0.02, 0.10, -0.68], [-0.05, -0.12, 0.18], [-0.03, 0.08, -0.08], [-0.23, 0.06, -0.06], [0.00, 0.01, 0.01], [0.05, 0.13, 0.07], [0.03, -0.03, 0.02], [0.03, -0.10, -0.07], [0.45, 0.01, 0.45], [-0.04, 0.11, -0.04], [-0.11, 0.18, 0.00], [-0.15, 0.14, 0.08], [-0.07, -0.04, -0.06], [-0.05, -0.01, -0.04], [0.04, 0.03, 0.07], [-0.02, 0.06, 0.03], [-0.01, 0.00, 0.00], [-0.02, 0.04, 0.01], [0.08, -0.10, 0.09], [-0.01, -0.01, 0.00], [-0.06, 0.21, -0.47], [0.02, -0.03, -0.06], [-0.01, 0.00, -0.02], [0.00, 0.00, 0.08], [0.00, 0.01, 0.00], [0.08, 0.01, 0.01], [-0.03, 0.12, 0.05], [0.00, -0.01, 0.02], [0.01, -0.01, 0.01], [0.00, -0.03, 0.02], [-0.01, 0.00, 0.00], [0.00, 0.00, 0.00], [-0.01, 0.00, -0.01], [-0.01, 0.00, 0.00], [0.01, 0.00, 0.00], [0.02, -0.03, -0.09], [-0.01, -0.01, 0.00], [0.00, 0.02, 0.01], [-0.05, 0.00, -0.18], [0.24, -0.12, -0.13], [0.01, -0.01, 0.01], [0.02, 0.03, 0.00], [0.49, -0.29, 0.16], [0.00, -0.01, -0.01], [-0.06, -0.01, 0.01], [0.00, 0.00, 0.00], [-0.04, -0.03, 0.04], [-0.01, 0.01, 0.00], [-0.01, 0.00, -0.01], [0.00, 0.05, 0.02], [0.03, 0.05, -0.01], [0.01, -0.01, 0.01], [0.01, -0.02, 0.01], [0.00, 0.00, 0.00], [-0.04, 0.01, 0.00], [0.00, -0.01, -0.01], [0.00, 0.00, 0.01], [0.00, 0.00, 0.00], [0.00, 0.00, 0.00], [0.00, 0.02, -0.01], [0.00, 0.00, 0.01], [-0.01, 0.00, 0.01], [0.00, 0.00, 0.00], [-0.01, 0.00, 0.01], [0.01, 0.00, 0.01], [0.00, 0.00, 0.00], [0.00, -0.01, 0.00], [0.00, 0.02, 0.00], [0.00, 0.00, -0.01], [-0.01, 0.01, 0.00], [0.01, 0.00, -0.01], [-0.13, 0.05, -0.03], [0.00, 0.00, 0.01], [0.00, 0.00, 0.00], [-0.02, -0.01, -0.03], [-0.02, 0.01, 0.04], [0.00, -0.04, -0.01], [-0.01, 0.00, 0.03], [-0.01, 0.00, 0.00], [0.00, 0.00, 0.00], [0.01, 0.01, -0.01], [0.00, 0.00, 0.00], [0.01, -0.01, 0.01]], "fmax_ev_per_a": 0.78, "e_lumo_ev": 3.47, "relative_energy_kcal_mol": 9.4, "total_charge": -2, "homo_energy_ha": -0.0441}